7 unconnected molecules or ions with the total composition C16H46O7. Source: the Open Molecules 2025 dataset; level of theory: wB97M-V/def2-TZVPD.

The geometry in XYZ format:
```
69
Properties=species:S:1:pos:R:3:mulliken_charge:R:1
C 3.260 1.735 -4.623 -1.38
C 2.437 1.602 -3.334 0.43
C 2.657 2.797 -2.409 -1.29
O 1.102 1.352 -3.623 -0.44
H 3.234 2.685 -5.157 0.33
H 2.924 1.043 -5.395 0.37
H 4.301 1.478 -4.426 0.39
H 2.763 0.671 -2.870 0.21
H 2.160 2.598 -1.460 0.25
H 2.155 3.654 -2.858 0.39
H 3.725 2.938 -2.239 0.39
H 0.750 2.164 -3.995 0.30
C 2.880 0.653 3.208 -0.96
C 2.611 -0.133 4.482 0.35
C 1.162 -0.600 4.584 -0.62
O 3.460 -1.275 4.360 -0.57
H 2.380 1.604 3.387 0.37
H 2.371 0.114 2.409 -0.10
H 3.896 0.970 2.972 0.35
H 3.039 0.516 5.246 0.42
H 0.922 -0.678 5.644 0.37
H 1.095 -1.533 4.023 0.26
H 0.380 0.013 4.135 -0.18
H 3.745 -1.577 5.226 0.26
C -0.339 0.112 0.044 -1.09
C -1.805 0.481 -0.158 0.32
O -1.994 0.698 -1.580 -0.53
H -0.144 -0.723 -0.630 0.44
H -0.147 -0.205 1.069 0.38
H 0.354 0.893 -0.269 0.04
H -1.900 1.462 0.309 0.00
H -2.556 -0.132 0.341 0.06
H -1.163 1.028 -1.930 0.28
C -5.060 -1.213 1.249 -0.46
C -4.886 -1.510 -0.185 -0.25
O -5.633 -2.704 -0.431 -0.58
H -6.088 -0.865 1.351 0.28
H -4.354 -0.474 1.628 -0.01
H -4.895 -2.104 1.854 0.24
H -3.917 -1.933 -0.451 0.27
H -5.229 -0.734 -0.869 0.27
H -5.169 -3.477 -0.101 0.31
C -1.453 1.826 3.394 -0.62
C -2.699 2.562 2.786 -0.57
O -3.699 1.593 2.915 -0.48
H -1.739 1.686 4.436 0.38
H -0.682 2.596 3.437 0.35
H -1.016 0.967 2.886 -0.13
H -2.655 2.975 1.779 0.33
H -2.923 3.406 3.438 0.43
H -4.573 1.990 2.897 0.26
C -1.749 -0.275 -4.886 -0.55
C -0.766 -0.386 -6.014 -0.40
O 0.625 -0.656 -5.611 -0.53
H -2.660 0.053 -5.386 0.33
H -1.467 0.427 -4.102 0.02
H -1.793 -1.269 -4.441 0.25
H -0.896 0.519 -6.608 0.26
H -0.957 -1.257 -6.640 0.30
H 0.888 0.021 -4.983 0.41
C 2.575 -2.585 0.652 -0.25
C 2.936 -3.831 1.551 -0.39
O 3.898 -3.414 2.533 -0.53
H 3.394 -2.289 -0.003 0.30
H 2.418 -1.728 1.307 -0.30
H 1.703 -2.708 0.010 0.31
H 3.276 -4.719 1.018 0.35
H 2.000 -4.162 2.003 0.26
H 3.531 -2.735 3.104 0.35
```

energy relative to the best compared isomer or geometry (same formula, charge and spin): 273.4 kJ/mol
orbital gap: 0.375 hartree
highest occupied orbital energy: -9.73 eV
lowest unoccupied orbital energy: 0.5 eV

=====

C5H4N2 in the gas phase. Source: the Open Molecules 2025 dataset; level of theory: wB97M-V/def2-TZVPD.

The geometry in XYZ format:
```
11
Properties=species:S:1:pos:R:3:mulliken_charge:R:1
C -0.278 2.334 1.761 -0.75
C -0.177 1.253 1.160 0.05
C -0.106 0.138 0.313 0.55
C 1.000 -0.642 0.033 -0.42
N 0.600 -1.515 -0.902 0.26
N -0.682 -1.351 -1.287 -0.75
C -1.120 -0.351 -0.552 -0.31
H -0.349 2.868 0.791 0.25
H 1.999 -0.617 0.443 0.45
H 1.141 -2.252 -1.323 0.20
H -2.128 0.029 -0.665 0.47
```

energy relative to the best compared isomer or geometry (same formula, charge and spin): 323.9 kJ/mol
orbital gap: 0.364 hartree
highest occupied orbital energy: -9.37 eV
lowest unoccupied orbital energy: 0.5 eV

=====

A molecular structure, C8H12AgO5. Source: the Open Molecules 2025 dataset; level of theory: wB97M-V/def2-TZVPD.

The geometry in XYZ format:
```
26
Properties=species:S:1:pos:R:3:mulliken_charge:R:1
O -2.425 0.233 -1.226 -0.42
C -2.017 -0.374 -2.340 0.95
O -0.762 -0.251 -2.732 -0.22
O -2.844 -0.886 -3.068 -0.64
Ag -4.988 -0.495 -2.302 0.74
C 0.202 0.392 -1.954 -0.35
C 0.271 1.718 -1.901 -0.10
C 1.248 2.516 -1.093 -0.55
C 2.282 1.751 -0.309 -0.63
O 1.608 0.801 0.640 -0.13
C 1.243 1.108 1.777 0.40
O 0.469 0.421 2.482 -0.20
H 0.866 -0.316 -1.461 0.43
H -0.427 2.301 -2.508 0.36
H -3.374 0.140 -1.037 0.33
H 0.693 3.193 -0.426 0.35
H 1.816 3.175 -1.768 0.44
H 2.916 2.404 0.297 0.44
H 2.890 1.075 -0.916 0.32
H 0.542 0.580 3.442 0.46
C -0.272 -2.814 3.187 -0.45
C 0.174 -3.606 2.209 -0.52
H -1.277 -2.930 3.600 0.24
H 0.419 -2.207 3.776 0.27
H 1.186 -3.503 1.812 0.23
H -0.437 -4.424 1.820 0.24
```

energy relative to the best compared isomer or geometry (same formula, charge and spin): 0.0 kJ/mol
orbital gap (spin up / spin down): 0.238 / 0.201 hartree
highest occupied orbital energy (spin up / spin down): -14.98 / -14.97 eV
spin multiplicity: 2
⟨S²⟩: 0.753
lowest unoccupied orbital energy (spin up / spin down): -8.5 / -9.5 eV
charge: +2

=====

A molecular structure, C19H35Br14InN. Source: the Open Molecules 2025 dataset; level of theory: wB97M-V/def2-TZVPD.

The geometry in XYZ format:
```
70
Properties=species:S:1:pos:R:3:mulliken_charge:R:1
In 2.396 0.223 -3.113 0.39
C 0.141 0.133 -3.109 -0.02
C -0.605 1.250 -2.720 -0.67
C -1.982 1.172 -2.763 -0.46
N -2.698 0.122 -3.156 -0.64
C -1.962 -0.932 -3.497 -0.43
C -0.587 -0.992 -3.496 -0.11
H 3.076 0.734 -1.552 -0.37
H 3.105 -1.290 -3.748 -0.38
H 2.804 1.526 -4.297 -0.34
H -0.104 2.143 -2.403 0.99
H -2.546 2.064 -2.472 0.31
H -2.507 -1.820 -3.835 0.33
H -0.073 -1.901 -3.793 0.36
Br -3.874 -0.025 0.953 -0.07
C -3.168 -1.627 0.101 0.04
C -2.140 -2.291 0.979 -0.51
Br -0.442 -1.347 0.921 -0.14
H -2.783 -1.331 -0.872 -0.13
H -4.028 -2.280 -0.035 0.29
H -1.920 -3.292 0.617 0.10
H -2.440 -2.343 2.020 0.45
Br -4.987 -4.062 2.192 -0.13
C -4.278 -5.730 1.487 -0.62
C -3.294 -6.391 2.417 -0.55
Br -1.572 -5.487 2.386 -0.12
H -3.841 -5.488 0.523 0.36
H -5.147 -6.368 1.340 0.36
H -3.097 -7.408 2.084 0.33
H -3.618 -6.408 3.453 0.37
Br -3.761 3.804 1.011 -0.10
C -5.115 4.538 2.197 -0.65
C -5.311 3.669 3.411 -0.60
Br -6.340 2.074 2.982 -0.14
H -6.021 4.653 1.610 0.36
H -4.744 5.519 2.487 0.36
H -5.895 4.195 4.166 0.38
H -4.376 3.333 3.849 0.40
Br -6.968 -1.303 4.750 -0.09
C -7.544 0.243 5.777 -0.66
C -6.374 0.975 6.375 -0.47
Br -5.662 0.043 7.929 -0.15
H -8.247 -0.116 6.523 0.43
H -8.065 0.880 5.065 0.31
H -6.683 1.951 6.745 0.34
H -5.553 1.098 5.675 0.27
Br 2.138 3.021 3.020 -0.17
C 1.244 4.172 1.728 -0.56
C -0.069 3.587 1.279 -0.69
Br 0.186 2.139 0.004 0.09
H 1.940 4.326 0.908 0.35
H 1.086 5.115 2.250 0.39
H -0.654 4.335 0.746 0.28
H -0.658 3.188 2.100 0.34
Br 5.238 -2.357 -1.787 -0.11
C 6.888 -2.625 -2.780 -0.61
C 7.489 -1.314 -3.212 -0.29
Br 6.533 -0.558 -4.726 -0.11
H 6.653 -3.279 -3.614 0.38
H 7.558 -3.141 -2.094 0.35
H 8.508 -1.457 -3.559 0.05
H 7.478 -0.566 -2.427 0.32
Br 10.487 -0.799 -5.373 -0.14
C 10.669 1.120 -5.104 -0.57
C 11.307 1.443 -3.779 -0.57
Br 10.062 1.232 -2.301 -0.12
H 9.676 1.546 -5.216 0.37
H 11.303 1.461 -5.920 0.35
H 11.607 2.489 -3.749 0.33
H 12.164 0.815 -3.559 0.36
```

orbital gap: 0.232 hartree
highest occupied orbital energy: -4.70 eV
lowest unoccupied orbital energy: 1.6 eV
charge: -1

=====

2 unconnected molecules or ions with the total composition C40H46N3O3. Source: the Open Molecules 2025 dataset; level of theory: wB97M-V/def2-TZVPD.

The geometry in XYZ format:
```
92
Properties=species:S:1:pos:R:3:mulliken_charge:R:1
C -0.764 1.727 3.526 -0.65
O -1.660 1.091 2.605 -0.34
C -2.500 1.900 1.935 -0.19
O -2.696 3.077 2.204 -0.57
C -3.189 1.134 0.826 0.52
C -4.517 0.540 1.349 -0.64
C -5.617 1.022 0.402 -0.54
C -4.929 1.854 -0.689 -0.73
N -3.538 1.974 -0.287 0.25
C -2.638 2.572 -1.122 0.86
C -1.543 3.326 -0.756 -0.80
C -1.249 4.545 -1.574 -0.60
C -1.602 4.445 -3.090 -0.72
C -1.926 3.016 -3.508 -0.91
C -3.040 2.505 -2.600 -0.63
H -0.252 0.890 4.002 0.22
H -0.043 2.347 2.972 0.33
H -1.309 2.333 4.263 0.32
H -2.485 0.340 0.520 0.30
H -4.427 -0.552 1.335 0.35
H -4.713 0.860 2.380 0.32
H -6.120 0.174 -0.074 0.25
H -6.374 1.623 0.919 0.30
H -5.019 1.329 -1.654 0.31
H -5.390 2.849 -0.827 0.33
H -1.027 3.199 0.218 0.13
H -1.830 5.405 -1.196 0.18
H -0.192 4.806 -1.443 0.33
H -2.492 5.055 -3.298 0.30
H -0.794 4.882 -3.686 0.32
H -2.253 2.971 -4.555 0.37
H -1.031 2.389 -3.389 0.38
H -3.317 1.467 -2.874 0.37
H -3.929 3.147 -2.753 0.31
C 7.346 -2.690 -1.346 -1.05
N 7.926 -1.635 -0.551 0.30
C 9.202 -1.149 -0.727 0.28
O 10.031 -1.581 -1.518 -0.65
C 9.360 0.020 0.247 0.12
C 9.698 1.332 -0.470 -1.41
C 8.627 1.704 -1.464 0.36
C 8.649 1.146 -2.747 -0.27
C 7.594 1.382 -3.625 -0.64
C 6.503 2.158 -3.221 -0.54
C 6.527 2.786 -1.971 -0.70
C 7.613 2.598 -1.118 -0.12
N 8.057 0.066 0.904 0.62
C 7.643 1.101 1.669 -0.75
C 6.317 1.198 2.092 0.31
C 5.929 2.108 3.075 -0.60
C 4.887 1.936 4.038 0.76
C 5.089 2.445 5.348 -0.48
C 4.069 2.410 6.290 -0.55
C 2.820 1.862 5.942 -0.45
C 2.643 1.259 4.681 -0.48
C 3.672 1.277 3.735 -0.55
C 7.128 -0.979 0.466 -1.13
C 6.670 -1.898 1.556 -0.74
C 7.522 -2.674 2.251 -0.24
C 7.150 -3.455 3.413 0.91
C 8.113 -4.268 4.053 -0.45
C 7.762 -5.061 5.144 -0.57
C 6.439 -5.063 5.615 -0.42
C 5.482 -4.237 5.007 -0.67
C 5.833 -3.429 3.924 -0.46
H 8.089 -3.078 -2.047 0.38
H 6.991 -3.493 -0.690 0.31
H 6.479 -2.308 -1.904 0.36
H 10.149 -0.246 0.978 0.26
H 9.835 2.119 0.281 0.49
H 10.655 1.181 -0.984 0.61
H 9.492 0.515 -3.040 0.43
H 7.614 0.932 -4.617 0.41
H 5.654 2.302 -3.889 0.42
H 5.697 3.413 -1.648 0.42
H 7.666 3.119 -0.157 0.48
H 8.423 1.797 1.989 0.50
H 5.594 0.497 1.652 0.32
H 6.602 2.964 3.278 0.48
H 6.066 2.866 5.595 0.39
H 4.227 2.840 7.282 0.39
H 1.979 1.939 6.642 0.40
H 1.688 0.804 4.424 0.47
H 3.543 0.844 2.746 0.42
H 6.242 -0.525 -0.019 0.80
H 5.598 -1.888 1.739 0.54
H 8.561 -2.740 1.923 0.24
H 9.134 -4.256 3.670 0.37
H 8.520 -5.677 5.627 0.38
H 6.162 -5.704 6.454 0.37
H 4.460 -4.225 5.383 0.39
H 5.089 -2.773 3.469 0.21
```

energy relative to the best compared isomer or geometry (same formula, charge and spin): 122.0 kJ/mol
orbital gap: 0.135 hartree
highest occupied orbital energy: -8.52 eV
lowest unoccupied orbital energy: -4.8 eV
charge: +1

=====

2 unconnected molecules or ions with the total composition CH6NPS. Source: the Open Molecules 2025 dataset; level of theory: wB97M-V/def2-TZVPD.

The geometry in XYZ format:
```
10
Properties=species:S:1:pos:R:3:mulliken_charge:R:1
C -1.229 0.542 -0.183 -1.21
N 1.844 -2.108 -0.271 -0.56
P 1.219 -0.745 0.207 0.33
S 2.194 1.089 -0.078 -0.24
H -1.470 -0.285 -0.801 0.36
H -1.364 0.600 0.889 0.40
H -1.350 1.513 -0.730 0.36
H 2.010 -2.051 -1.269 0.25
H 1.198 -0.861 1.585 0.10
H 0.937 1.636 -0.206 0.21
```

energy relative to the best compared isomer or geometry (same formula, charge and spin): 362.2 kJ/mol
orbital gap: 0.257 hartree
highest occupied orbital energy: -8.11 eV
lowest unoccupied orbital energy: -1.1 eV

=====

8 unconnected molecules or ions with the total composition C16H48BF3NO8S. Source: the Open Molecules 2025 dataset; level of theory: wB97M-V/def2-TZVPD.

The geometry in XYZ format:
```
78
Properties=species:S:1:pos:R:3:mulliken_charge:R:1
N -27.190 -0.089 1.988 2.53
H -27.514 0.611 2.640 -0.28
H -27.888 -0.288 1.285 0.34
H -26.994 -0.912 2.539 -0.75
H -26.389 0.105 1.405 -0.23
B -27.050 -2.775 2.927 0.91
H -28.050 -2.509 3.233 -0.64
H -27.041 -2.835 1.850 -0.42
H -26.330 -2.015 3.192 -0.92
H -26.784 -3.694 3.427 -0.19
C -29.882 -2.343 -1.779 0.56
F -30.765 -3.337 -1.682 -0.23
F -29.339 -2.474 -2.966 -0.24
F -30.413 -1.076 -1.794 -0.25
S -28.471 -2.423 -0.336 0.83
O -28.736 -3.618 0.495 -0.55
O -27.137 -2.442 -1.028 -0.70
O -28.844 -1.188 0.415 -0.97
C -26.507 -1.646 7.161 -1.58
C -27.593 -1.316 6.199 0.32
C -28.439 -0.146 6.758 -0.86
O -27.038 -0.802 5.058 0.60
H -26.124 -0.810 7.745 0.31
H -25.631 -2.074 6.675 0.36
H -26.860 -2.372 7.893 0.40
H -28.181 -2.195 5.933 0.57
H -28.799 0.393 5.883 -0.05
H -27.818 0.580 7.284 0.30
H -29.315 -0.432 7.340 0.39
H -26.809 -1.592 4.562 -0.33
C -29.110 2.366 3.929 -0.56
C -28.724 3.317 2.871 0.49
C -28.129 4.681 3.422 -1.51
O -27.839 2.668 1.947 -0.37
H -29.776 2.937 4.576 0.51
H -28.286 1.811 4.377 -0.37
H -29.752 1.633 3.440 0.20
H -29.534 3.557 2.182 0.37
H -27.388 4.550 4.210 0.26
H -28.953 5.157 3.955 0.43
H -27.728 5.286 2.608 0.44
H -27.481 3.169 1.210 0.14
C -32.211 -1.440 2.374 -1.55
C -30.918 -1.845 3.138 1.73
C -31.200 -1.964 4.653 -1.30
O -30.548 -3.131 2.679 -0.48
H -32.781 -0.679 2.907 0.40
H -32.958 -2.227 2.269 0.35
H -31.914 -0.990 1.428 0.34
H -30.112 -1.215 2.762 -0.76
H -30.271 -2.231 5.156 0.15
H -32.085 -2.573 4.840 0.42
H -31.427 -1.017 5.143 0.35
H -31.278 -3.734 2.837 0.29
C -23.790 2.735 5.360 -1.58
C -24.806 1.812 4.713 1.28
C -24.202 0.575 4.195 -1.13
O -25.680 1.510 5.746 -0.64
H -23.480 2.289 6.305 0.35
H -24.214 3.735 5.449 0.34
H -22.892 2.979 4.794 0.38
H -25.456 2.263 3.964 -0.18
H -23.638 0.995 3.362 0.46
H -25.018 -0.102 3.943 0.09
H -23.519 0.137 4.923 0.32
H -25.898 0.576 5.790 0.20
C -24.270 -0.567 0.321 -1.26
C -24.502 0.752 -0.351 0.54
C -25.077 0.540 -1.690 -1.19
O -25.461 1.448 0.457 -0.43
H -23.363 -0.940 -0.154 0.44
H -25.156 -1.200 0.260 0.31
H -24.021 -0.502 1.380 0.08
H -23.657 1.441 -0.370 0.32
H -25.725 -0.318 -1.517 0.22
H -24.334 0.323 -2.457 0.37
H -25.695 1.372 -2.028 0.38
H -25.803 2.195 -0.041 0.18
```

energy relative to the best compared isomer or geometry (same formula, charge and spin): 411.8 kJ/mol
orbital gap: 0.285 hartree
highest occupied orbital energy: -5.58 eV
lowest unoccupied orbital energy: 2.2 eV
charge: -1

=====

C5H8N2O in the gas phase. Source: the Open Molecules 2025 dataset; level of theory: wB97M-V/def2-TZVPD.

The geometry in XYZ format:
```
16
Properties=species:S:1:pos:R:3:mulliken_charge:R:1
C 0.343 -0.210 0.586 0.39
C -1.165 0.093 0.311 -0.56
C -1.004 -0.219 -1.150 0.08
C 0.319 0.281 -1.594 -0.23
C 1.268 -0.514 -0.649 -0.58
H 0.650 0.423 3.466 0.38
H -1.817 -0.552 0.911 0.33
H -1.370 1.105 0.636 0.29
H -0.806 -1.283 -1.217 0.24
H -0.840 1.369 -2.670 0.31
H 0.416 1.200 -1.099 0.30
H 2.195 -0.047 -0.364 0.32
H 1.452 -1.593 -0.881 0.26
N 0.886 -0.034 1.714 -0.61
N -0.749 0.274 -2.546 -0.57
O 0.074 0.139 2.753 -0.35
```

energy relative to the best compared isomer or geometry (same formula, charge and spin): 636.4 kJ/mol
orbital gap: 0.356 hartree
highest occupied orbital energy: -8.82 eV
lowest unoccupied orbital energy: 0.9 eV

=====

C2H2FNO2 in the gas phase. Source: the Open Molecules 2025 dataset; level of theory: wB97M-V/def2-TZVPD.

The geometry in XYZ format:
```
8
Properties=species:S:1:pos:R:3:mulliken_charge:R:1
C 1.537 0.020 -0.224 -0.69
C -0.199 0.523 0.155 0.30
N -1.159 -0.458 0.070 0.89
O -0.769 -1.579 0.201 -0.58
O -2.328 -0.109 -0.172 -0.55
F -0.516 1.770 0.291 -0.16
H 2.058 0.870 -0.375 0.40
H 1.376 -1.037 0.053 0.38
```

energy relative to the best compared isomer or geometry (same formula, charge and spin): 796.7 kJ/mol
orbital gap (spin up / spin down): 0.312 / 0.323 hartree
highest occupied orbital energy (spin up / spin down): -9.84 / -10.43 eV
lowest unoccupied orbital energy (spin up / spin down): -1.3 / -1.6 eV

=====

| no. | largest force on an atom (eV Å⁻¹) |
| --- | --- |
| 1 | 2.654 |
| 2 | 1.208 |
| 3 | 2.071 |
| 4 | 1.442 |
| 5 | 3.063 |
| 6 | 2.059 |
| 7 | 4.429 |
| 8 | 2.993 |
| 9 | 9.709 |